Version i
{"formula": "C3H6N2", "method": "the ωB97M-V functional and the def2-TZVPD basis", "species": ["C", "N", "N", "C", "C", "H", "H", "H", "H", "H", "H"], "coordinates": [[0.9742, 0.7461, -0.0989], [1.1499, -0.5408, 0.0277], [-0.0249, -1.1425, 0.0061], [-1.1656, -0.2545, -0.1059], [-0.5050, 1.1392, 0.1273], [1.7978, 1.4811, -0.1900], [-0.1164, -2.1317, 0.4047], [-1.7171, -0.3216, -1.1046], [-1.9919, -0.4314, 0.6431], [-0.7395, 1.6020, 1.1350], [-0.9295, 1.8000, -0.6600]], "lumo_ev": 1.13, "homo_energy_ev": -7.92, "homo_lumo_gap_ev": 9.06, "total_charge": 0, "smiles": "C1=NNCC1"}

=====

Version ii
{"formula": "C3H6N2", "method": "the ωB97M-V functional and the def2-TZVPD basis", "species": ["C", "C", "N", "C", "N", "H", "H", "H", "H", "H", "H"], "coordinates": [[1.4862, -0.1142, 0.1052], [0.0404, 0.0355, -0.3107], [-0.8998, -0.6385, 0.3961], [-0.8263, 1.8402, -0.3878], [-1.9743, 1.8920, -0.6158], [1.9094, 0.8855, 0.0987], [1.6125, -0.5524, 1.1037], [2.0588, -0.7293, -0.6039], [-0.1399, 0.0830, -1.3705], [-1.8264, -0.2882, 0.1816], [-0.7348, -0.8043, 1.3804]], "lumo_ev": 0.08, "homo_energy_ev": -9.97, "homo_lumo_gap_ev": 10.05, "total_charge": 0}

=====

The most stable of them is version i.

=====

Version i
{"formula": "C3H6N2", "method": "the ωB97M-V functional and the def2-TZVPD basis", "species": ["C", "C", "C", "N", "N", "H", "H", "H", "H", "H", "H"], "coordinates": [[-0.1348, -0.6239, -0.1709], [0.3053, -1.7108, 0.4758], [-1.4038, 0.1523, -0.2732], [0.3605, 0.2959, -1.0262], [1.2620, 1.2044, -0.6860], [1.3967, -2.0135, 0.7184], [-0.2991, -2.1467, 1.2077], [-2.0002, 0.1323, -1.1577], [-1.5002, 0.8838, 0.5021], [1.5122, 1.0549, 0.2310], [0.8408, 2.1930, -0.9207]], "lumo_ev": 0.87, "homo_energy_ev": -7.91, "homo_lumo_gap_ev": 8.78, "total_charge": 0}

=====

Version ii
{"formula": "C3H6N2", "method": "the ωB97M-V functional and the def2-TZVPD basis", "species": ["C", "C", "C", "N", "N", "H", "H", "H", "H", "H", "H"], "coordinates": [[-0.6567, 0.2258, -0.2783], [-1.5892, -0.7004, -0.4593], [-0.0712, 1.2527, 0.5228], [0.7184, 0.3095, -0.3155], [1.6756, -0.5924, 0.1306], [-1.3389, -1.6778, -0.9082], [-2.6685, -0.6850, -0.2035], [0.2228, 2.7710, -0.0707], [-0.1375, 1.3129, 1.6818], [2.4849, -0.7464, -0.5469], [1.3604, -1.4699, 0.4472]], "lumo_ev": 0.74, "homo_energy_ev": -8.64, "homo_lumo_gap_ev": 9.38, "total_charge": 0}

=====

The most stable of them is version i.

=====

Version i
{"formula": "C5H11NO", "method": "the ωB97M-V functional and the def2-TZVPD basis", "species": ["C", "C", "N", "C", "O", "C", "C", "H", "H", "H", "H", "H", "H", "H", "H", "H", "H", "H"], "coordinates": [[-1.6552, 1.0997, -1.2707], [-0.6072, 0.0731, -0.9168], [0.2649, 0.3891, 0.2085], [-0.0009, 1.3637, 1.1179], [0.7985, 1.8149, 1.9132], [1.4765, -0.4165, 0.4030], [1.0293, -1.8358, 0.8722], [-2.0081, 0.9208, -2.2889], [-2.5167, 0.9396, -0.6222], [-1.2854, 2.1126, -1.2450], [0.0109, -0.1680, -1.7942], [-1.0030, -0.9304, -0.7090], [-1.0527, 1.6900, 1.0717], [2.0673, 0.0672, 1.1710], [1.8952, -0.5454, -0.5965], [1.7244, -2.4452, 1.4410], [0.8344, -2.4111, -0.0429], [0.0278, -1.7184, 1.2877]], "lumo_ev": 0.87, "homo_energy_ev": -9.10, "homo_lumo_gap_ev": 9.97, "total_charge": 0, "smiles": "CCN(C=O)CC"}

=====

Version ii
{"formula": "C5H11NO", "method": "the ωB97M-V functional and the def2-TZVPD basis", "species": ["C", "C", "N", "C", "C", "C", "H", "H", "H", "H", "H", "H", "H", "H", "H", "O", "H", "H"], "coordinates": [[1.9731, 1.7795, -2.4779], [1.1571, 1.6775, -1.4068], [1.5382, 2.1196, -0.1626], [-0.0715, 0.9214, -1.5556], [-0.8135, 0.2854, -0.6335], [-0.3485, -0.5351, 0.5651], [2.9128, 2.2640, -2.2443], [1.5404, 1.5679, -3.4405], [0.8553, 2.1718, 0.5675], [2.3762, 2.6626, -0.0737], [-0.4106, 0.7622, -2.5694], [-1.7757, -0.0573, -1.0130], [0.6468, -0.9133, 0.3525], [-1.0842, -1.2966, 0.7397], [-0.0971, 0.1253, 1.3955], [-2.9185, -4.1693, 3.9097], [-2.4239, -4.4238, 4.6914], [-3.0563, -4.9418, 3.3560]], "lumo_ev": 0.89, "homo_energy_ev": -7.63, "homo_lumo_gap_ev": 8.52, "total_charge": 0, "smiles": "C=C(N)/C=C\\C.O"}

=====

The most stable of them is version i.

=====

Version i
{"formula": "C5H11NO", "method": "the ωB97M-V functional and the def2-TZVPD basis", "species": ["C", "C", "C", "C", "C", "N", "H", "H", "H", "H", "H", "H", "H", "H", "H", "O", "H", "H"], "coordinates": [[-3.1017, -0.3577, -0.1783], [-1.7235, 0.2168, -0.1087], [-0.5741, -0.4517, -0.2244], [0.5715, 0.1944, -0.8985], [1.8133, -0.3366, -0.9870], [3.1320, 0.2053, -0.7425], [-3.7006, 0.3680, -0.7485], [-3.5819, -0.3315, 0.8204], [-3.1928, -1.2949, -0.7262], [-1.6516, 1.3053, -0.0167], [-0.4790, -1.5334, -0.1027], [0.3944, 1.0405, -1.5797], [1.8904, -1.4145, -1.1411], [3.5377, -0.4998, -0.1435], [2.9599, 1.0579, -0.2298], [1.4782, 0.4141, 2.2709], [0.9509, 0.2828, 3.0497], [1.2769, 1.1351, 1.6868]], "lumo_ev": 0.73, "homo_energy_ev": -7.17, "homo_lumo_gap_ev": 7.90, "total_charge": 0, "smiles": "C/C=C/C=C/N.O"}

=====

Version ii
{"formula": "C5H11NO", "method": "the ωB97M-V functional and the def2-TZVPD basis", "species": ["C", "C", "C", "C", "N", "C", "O", "H", "H", "H", "H", "H", "H", "H", "H", "H", "H", "H"], "coordinates": [[1.4728, -1.0931, -0.9097], [1.1503, -0.7532, 0.5400], [-0.2096, -0.0075, 0.6840], [-0.1221, 1.4295, 1.1494], [-1.1786, -0.3092, -0.3902], [-1.8711, 0.5821, -1.1280], [-1.7616, 1.7922, -1.1161], [1.1180, -0.3062, -1.5765], [2.4931, -1.3801, -1.1457], [0.8440, -1.8998, -1.3095], [1.0091, -1.6798, 1.0961], [1.9218, -0.1006, 0.9337], [-0.7206, -0.4757, 1.5133], [-1.0845, 1.8166, 1.4501], [0.4014, 2.1435, 0.5200], [0.5185, 1.3871, 2.0425], [-1.3288, -1.2824, -0.5958], [-2.6521, 0.1365, -1.7575]], "lumo_ev": 0.79, "homo_energy_ev": -9.55, "homo_lumo_gap_ev": 10.35, "total_charge": 0, "smiles": "CC[C@@H](C)NC=O"}

=====

Version iii
{"formula": "C5H11NO", "method": "the ωB97M-V functional and the def2-TZVPD basis", "species": ["C", "C", "N", "C", "C", "O", "C", "H", "H", "H", "H", "H", "H", "H", "H", "H", "H", "H"], "coordinates": [[2.1677, 0.4749, -0.7576], [1.1662, 0.8285, 0.3340], [0.0058, -0.0626, 0.3592], [-0.7788, -0.2058, 1.9354], [-0.8984, -0.0361, -0.7224], [-0.8182, 0.8192, -1.5760], [-1.9258, -1.1428, -0.7517], [3.0282, 1.1477, -0.6897], [1.7232, 0.5847, -1.7498], [2.5295, -0.5528, -0.6431], [0.7988, 1.8532, 0.2167], [1.6342, 0.7460, 1.3197], [-0.3107, 0.6575, 2.4246], [-1.8097, 0.0813, 1.6916], [0.0408, -0.9612, 0.9791], [-1.7170, -1.7647, -1.6279], [-2.9178, -0.7046, -0.8900], [-1.9182, -1.7624, 0.1479]], "lumo_ev": 0.90, "homo_energy_ev": -8.29, "homo_lumo_gap_ev": 9.18, "total_charge": 0}

=====

Version iv
{"formula": "C5H11NO", "method": "the ωB97M-V functional and the def2-TZVPD basis", "species": ["C", "C", "C", "C", "C", "N", "H", "H", "H", "H", "H", "H", "H", "H", "H", "O", "H", "H"], "coordinates": [[1.0780, 1.2567, -3.0810], [0.1643, 1.7706, -2.2178], [-0.3216, 1.0508, -0.9611], [-0.2264, -0.4378, -1.0408], [-1.3558, -1.3168, -0.9038], [-1.2397, -2.7392, -0.6167], [0.8659, 1.1647, -4.1433], [1.8092, 0.7899, -2.4729], [-0.1868, 2.9229, -2.3274], [-1.2808, 1.4411, -0.6377], [0.4709, 1.3255, -0.1471], [0.7586, -0.8077, -0.8714], [-2.3649, -1.0480, -1.1558], [-1.6014, -2.8550, 0.3182], [-0.5454, -3.4515, -0.7867], [1.5247, 0.6138, 6.4672], [1.4516, 0.9886, 7.3263], [1.0728, -0.1473, 6.7045]], "lumo_ev": 1.02, "homo_energy_ev": -8.19, "homo_lumo_gap_ev": 9.21, "total_charge": 0, "smiles": "C=CC/C=C/N.O"}

=====

The most stable of them is version ii.

=====

Version i
{"formula": "C3H7N3S2", "method": "the ωB97M-V functional and the def2-TZVPD basis", "species": ["C", "S", "S", "N", "C", "N", "C", "N", "H", "H", "H", "H", "H", "H", "H"], "coordinates": [[-1.7305, 1.4470, -1.7237], [-0.5841, -0.0651, -1.9181], [-0.6480, -1.5312, -0.5196], [0.4359, -1.3194, 0.7676], [1.8281, -1.2869, 0.4031], [0.0823, -0.4887, 1.8682], [0.0731, 0.8059, 1.5507], [0.1108, 1.9193, 1.3468], [-1.8730, 1.6194, -2.7179], [-1.1162, 2.1474, -1.3722], [-2.6764, 1.2889, -1.0832], [2.0928, -0.2683, 0.0079], [2.5019, -1.5787, 1.2228], [2.1074, -1.9134, -0.4272], [-0.6040, -0.7761, 2.5946]], "lumo_ev": 0.54, "homo_energy_ev": -9.32, "homo_lumo_gap_ev": 9.86, "total_charge": 0, "smiles": "CSSN(C)NC#N"}

=====

Version ii
{"formula": "C3H7N3S2", "method": "the ωB97M-V functional and the def2-TZVPD basis", "species": ["C", "C", "C", "H", "H", "H", "H", "H", "H", "H", "N", "N", "N", "S", "S"], "coordinates": [[-0.2841, -0.0597, -0.3447], [2.1030, 0.4031, 0.0261], [1.5768, -0.7073, 0.8417], [-3.9227, -1.2989, -0.5318], [-1.1434, -1.7478, -1.2290], [-1.2930, 3.1454, -0.8788], [3.1493, 0.3700, -0.2765], [2.0398, 1.4332, 0.3104], [2.1613, -1.6982, 1.1466], [0.8551, -0.2691, 1.5338], [-1.3118, -0.9685, -0.6065], [-0.3392, 1.1276, 0.0613], [1.0603, -0.5050, -0.5865], [-2.7047, -1.1861, 0.3518], [-1.9468, 1.9614, 0.1822]], "lumo_ev": 0.36, "homo_energy_ev": -8.27, "homo_lumo_gap_ev": 8.63, "total_charge": 0}

=====

The most stable of them is version i.

=====

Version i
{"formula": "C5H8N2S", "method": "the ωB97M-V functional and the def2-TZVPD basis", "species": ["C", "C", "N", "C", "C", "N", "C", "S", "H", "H", "H", "H", "H", "H", "H", "H"], "coordinates": [[0.9771, 1.2093, 0.7902], [1.0215, -0.0341, -0.0855], [0.6633, -1.3414, 0.5302], [-0.7090, -1.2114, 0.0254], [-1.7441, -0.7131, 0.9548], [-2.5421, -0.3538, 1.6979], [-0.1430, -0.2016, -1.0858], [-1.2629, 1.1169, -1.4964], [1.6373, 1.1185, 1.6386], [-0.0601, 1.3791, 1.0986], [1.2709, 2.0725, 0.1864], [1.9750, -0.0814, -0.5859], [0.7036, -1.3599, 1.5207], [-1.1022, -2.1384, -0.4227], [0.1969, -0.7698, -2.0002], [-0.8821, 1.3085, -2.7663]], "lumo_ev": 0.54, "homo_energy_ev": -9.49, "homo_lumo_gap_ev": 10.03, "total_charge": 0, "smiles": "C[C@H]1N[C@@H](C#N)[C@H]1S"}

=====

Version ii
{"formula": "C5H8N2S", "method": "the ωB97M-V functional and the def2-TZVPD basis", "species": ["H", "N", "C", "N", "C", "C", "C", "S", "C", "H", "H", "H", "H", "H", "H", "H"], "coordinates": [[3.5373, -0.1034, -1.4000], [2.5750, -0.3828, -1.6636], [2.1038, 0.2828, -0.4384], [0.8030, -0.0304, -0.1191], [0.0440, -1.1822, -0.2379], [-1.2115, -1.0422, 0.2686], [-1.4407, 0.4042, 0.5859], [-2.6212, 1.3669, -0.6441], [0.0172, 0.8176, 0.6750], [2.5331, 0.8747, 0.6781], [0.4782, -2.1656, -0.6224], [-1.8646, -1.9027, 0.6369], [-1.8889, 0.5344, 1.5233], [-3.2286, 0.0448, -1.2847], [0.0877, 1.7294, 0.1898], [0.0762, 0.7544, 1.8525]], "lumo_ev": 0.38, "homo_energy_ev": -8.17, "homo_lumo_gap_ev": 8.55, "total_charge": 0, "smiles": "[H]/N=C/N1C=C[C@H](S)C1"}

=====

Version iii
{"formula": "C5H8N2S", "method": "the ωB97M-V functional and the def2-TZVPD basis", "species": ["C", "C", "C", "C", "C", "H", "H", "H", "H", "H", "H", "H", "H", "N", "N", "S"], "coordinates": [[1.7434, 0.7092, -0.4738], [0.7654, -0.3497, 0.0437], [-0.5481, -0.0717, 0.0405], [-1.1560, 1.3403, 0.0249], [-1.7048, -0.9367, 0.3221], [2.0183, 0.4328, -1.5620], [2.7690, 0.4437, 0.1847], [1.2173, 1.6486, -0.1324], [1.9635, -1.9740, -0.7084], [0.5855, -2.3041, 1.1327], [-0.9397, 1.9668, 0.9850], [-0.8536, 2.2080, -0.8483], [-1.4139, -2.0486, 0.3812], [1.4194, -1.5656, 0.3193], [-2.9235, -0.5989, 0.3942], [-2.9423, 1.0998, -0.1034]], "lumo_ev": 0.07, "homo_energy_ev": -7.84, "homo_lumo_gap_ev": 7.90, "total_charge": 0}

=====

The most stable of them is version i.